(P)
This record from OMol25 describes 2 unconnected molecules or ions with the total composition C4H13N3O. The level of theory is the ωB97M-V functional and the def2-TZVPD basis.

The geometry in XYZ format:
```
21
Properties=species:S:1:pos:R:3:nbo_charge:R:1
C -1.22358 -1.86549 1.54567 -0.261
C 0.11430 -1.58628 -1.20597 -0.089
C 0.97810 1.54551 -1.97209 -0.440
C -0.62966 1.91407 0.82227 -0.409
N 0.39032 0.71280 -0.94395 -0.139
N 0.91210 -0.59574 -0.99947 -0.411
N 0.54716 1.20514 0.36696 -0.477
O -1.40806 -3.22128 1.88308 -0.724
H -0.66427 -3.72778 1.54766 0.459
H 1.93469 -0.63598 -0.82394 0.347
H 1.38823 1.77476 0.46980 0.331
H -2.14142 -1.35109 1.82151 0.174
H -0.38756 -1.42386 2.09641 0.151
H -1.04277 -1.73368 0.46520 0.191
H 0.69165 -2.53025 -1.20282 0.114
H 2.07037 1.64734 -1.86004 0.162
H 0.52084 2.53175 -1.92187 0.214
H 0.75491 1.10547 -2.94200 0.222
H -1.47997 1.24819 0.69572 0.216
H -0.82308 2.84777 0.27807 0.166
H -0.50232 2.13862 1.87978 0.202
```

Values from the calculation:
Net charge   0



(Q)
This record from OMol25 describes 4 unconnected molecules or ions with the total composition C4H13N3O. The level of theory is the ωB97M-V functional and the def2-TZVPD basis.

The geometry in XYZ format:
```
21
Properties=species:S:1:pos:R:3:nbo_charge:R:1
C 0.41025 0.27230 -2.17345 0.058
C 1.17540 1.21861 -0.02752 -0.423
C 0.07585 1.73919 0.85354 -0.642
N 0.20948 -1.01578 -2.17081 -0.670
H 0.97546 -1.63245 -2.40125 0.393
H -0.51528 -1.33666 -1.39862 0.489
H 1.25781 0.69285 -2.69931 0.192
H -0.43206 0.88467 -1.89191 0.219
H 2.13553 1.09107 0.46815 0.183
H 1.36175 1.88392 -0.86836 0.185
H -0.11469 1.09421 1.71796 0.185
H 0.31936 2.72770 1.25776 0.208
H -0.86858 1.81617 0.31327 0.218
C -1.78691 -1.35688 1.02684 -0.208
O -1.17376 -0.92258 -0.10888 -0.868
N 1.03202 -0.89864 0.28378 0.093
N 1.13295 -1.18610 1.41527 -0.358
H 0.70120 -0.62332 2.18124 0.352
H -1.17138 -1.19792 1.95177 0.097
H -2.00253 -2.44186 1.03146 0.142
H -2.72186 -0.80851 1.23906 0.153
```

Values from the calculation:
Net charge   0



Most stable: (P)



(P)
This record from OMol25 describes 2 unconnected molecules or ions with the total composition C8H10N2O. The level of theory is the ωB97M-V functional and the def2-TZVPD basis.

The geometry in XYZ format:
```
21
Properties=species:S:1:pos:R:3:nbo_charge:R:1
C 0.42124 0.18596 -2.90538 -0.099
C -0.02220 1.37408 -2.33476 -0.101
C 0.80202 0.11870 -0.69596 0.254
C -1.05015 -0.04081 2.28710 0.314
C 1.26207 -0.41372 0.55658 -0.195
C -1.43457 -0.24703 1.12696 -0.204
C 2.10063 0.37249 1.23985 -0.405
C -2.11923 -1.28655 0.32261 -0.678
N 0.80889 -0.59601 -1.90230 -0.444
N 0.20942 1.33457 -0.99144 -0.495
O -0.26558 0.06320 3.28434 -0.645
H 0.30645 -0.32722 -3.84739 0.220
H -0.52166 2.17816 -2.82619 0.211
H 0.85994 -1.39838 0.99999 0.245
H 2.56680 0.10697 2.10085 0.190
H 2.42449 1.28563 0.96385 0.199
H 0.62801 -0.12212 2.75259 0.505
H -3.04184 -0.91254 -0.01552 0.231
H -1.54232 -1.50088 -0.65329 0.240
H -2.07306 -2.14886 1.03342 0.229
H -0.31937 1.97435 -0.49590 0.426
```

Values from the calculation:
SMILES   C=Cc1ncc[nH]1.CC#CO
Net charge   0



(Q)
This record from OMol25 describes C8H10N2O in the gas phase. The level of theory is the ωB97M-V functional and the def2-TZVPD basis.

The geometry in XYZ format:
```
21
Properties=species:S:1:pos:R:3:nbo_charge:R:1
C 1.85021 -0.54240 -0.24785 0.595
C 1.10589 0.03116 -1.51794 -0.538
C -0.25274 0.63337 -0.96891 -0.011
C -0.24141 1.67557 0.18690 -0.453
C -0.26863 0.74658 1.32696 -0.442
C -0.48123 -0.66577 0.79052 0.008
C 0.89597 -1.33733 0.46742 -0.548
C -2.52239 -0.56337 -0.57058 0.422
H 0.77061 -0.85555 -2.16177 0.247
H 1.86723 0.73863 -1.98415 0.250
H -0.78052 1.02832 -1.82123 0.220
H -1.25486 2.02640 0.17888 0.230
H 0.55575 2.44484 0.13164 0.244
H -1.09051 0.78772 1.99292 0.228
H 0.66953 0.69026 2.01754 0.214
H -0.99296 -1.40660 1.54322 0.235
H 1.33045 -1.38979 1.48741 0.235
H 0.68964 -2.37647 -0.02648 0.263
N -1.20132 -0.47805 -0.43655 -0.520
N -3.67542 -0.73375 -0.31737 -0.371
O 3.02671 -0.45378 -0.07059 -0.509
```

Values from the calculation:
SMILES   N#CN1[C@@H]2CC[C@H]1CC(=O)C2
Net charge   0



Most stable: (Q)



(P)
This record from OMol25 describes a molecular structure, C5H8FO4Tl. The level of theory is the ωB97M-V functional and the def2-TZVPD basis.

The geometry in XYZ format:
```
19
Properties=species:S:1:pos:R:3:nbo_charge:R:1
C -2.15379 -0.36940 1.88969 -0.023
O -1.61704 -0.35418 0.62239 -1.016
C -3.51983 0.31866 1.98140 -0.630
H -2.28356 -1.41124 2.27934 0.085
H -1.48468 0.12679 2.63793 0.075
H -3.92973 0.26712 3.00393 0.172
H -3.43636 1.37926 1.69388 0.181
H -4.23736 -0.15787 1.29443 0.188
C 2.92220 0.22469 -2.00952 1.022
O 1.64933 0.07191 -2.31991 -0.510
C 0.88187 -0.40233 -1.09122 0.453
C 1.90772 -0.05791 -0.01962 -0.142
O 3.15172 0.03109 -0.72942 -0.459
O 3.78209 0.55951 -2.80061 -0.778
F 0.75501 -1.76536 -1.22730 -0.321
H -0.08975 0.10564 -1.20945 0.265
H 1.69420 0.91684 0.43331 0.226
H 2.00114 -0.84111 0.73812 0.248
Tl 4.00683 1.35790 -5.16738 0.965
```

Values from the calculation:
Net charge   0



(Q)
This record from OMol25 describes a molecular structure, C5H8FO4Tl. The level of theory is the ωB97M-V functional and the def2-TZVPD basis.

The geometry in XYZ format:
```
19
Properties=species:S:1:pos:R:3:lowdin_charge:R:1
O 0.40669 0.45665 2.20377 -0.387
C -0.03792 -0.77006 2.25854 -0.470
C 0.00242 -1.50023 0.91607 -0.033
O -1.15248 -1.49708 -1.82708 0.183
C -0.22824 -0.84824 -1.38538 -0.618
O 0.91588 -0.61781 -1.98479 0.031
O -0.28074 -0.47307 -0.10977 -0.208
C 1.05596 0.58239 -2.76563 -0.195
H -0.72332 -2.31525 0.85068 0.147
F -1.46483 -0.80791 2.65695 -0.083
H 0.42949 -1.41397 3.03114 0.158
H 1.01400 -1.91112 0.79800 0.147
H 1.44701 0.23242 -3.72764 0.129
H 0.06537 1.02607 -2.92206 0.138
C 2.01115 1.54892 -2.10332 -0.079
H 2.41686 2.22590 -2.86684 0.086
H 1.50326 2.15532 -1.34222 0.004
H 2.85047 1.01141 -1.64234 0.092
Tl -0.19759 1.57745 0.91252 0.957
```

Values from the calculation:
Net charge   0



Most stable: (Q)



(P)
This record from OMol25 describes C7H8N4OS in the gas phase. The level of theory is the ωB97M-V functional and the def2-TZVPD basis.

The geometry in XYZ format:
```
21
Properties=species:S:1:pos:R:3:nbo_charge:R:1
C 2.57306 -0.51378 -0.37644 -0.217
C 2.15014 0.80218 -0.29152 -0.209
C 1.75260 -1.60927 -0.12739 -0.201
C 0.81973 0.94921 0.22299 -0.212
C 0.38978 -1.41303 0.22545 -0.218
C -0.07641 -0.12595 0.40138 0.108
C -2.10261 0.77413 -0.25385 -0.055
N -3.00399 -1.58203 0.67010 -0.115
N -2.14525 -0.81755 1.36659 -0.297
N -1.41901 0.24282 0.72238 -0.303
N -3.23314 -1.19999 -0.50460 0.229
O -3.78454 -1.70578 -1.45873 -0.416
S -3.55616 1.71620 0.26126 -0.034
H 3.56193 -0.70796 -0.84341 0.217
H 2.77724 1.77228 -0.25212 0.238
H 2.05716 -2.63827 -0.22650 0.224
H 0.42522 1.92765 0.25060 0.211
H -0.18398 -2.41739 0.37629 0.250
H -1.73314 1.07626 -1.22367 0.235
H -2.42995 -0.46223 2.29264 0.392
H -4.49828 1.35530 -0.74256 0.172
```

Values from the calculation:
Net charge   0



(Q)
This record from OMol25 describes C7H8N4OS in the gas phase. The level of theory is the ωB97M-V functional and the def2-TZVPD basis.

The geometry in XYZ format:
```
21
Properties=species:S:1:pos:R:3:nbo_charge:R:1
C 2.37976 -0.03416 0.46472 0.242
C 0.17123 1.86457 -0.55244 0.097
C -0.81883 0.82472 -0.14238 0.074
C -2.91332 0.73591 0.82921 -0.003
C -3.07475 -0.60120 0.56179 -0.220
C -2.04475 -1.23130 -0.17689 -0.254
C -0.86361 -0.51833 -0.50110 0.295
H 3.68806 -1.64044 1.08346 0.419
H 3.44757 -1.37931 -0.61754 0.382
H 3.18258 1.12925 -1.08506 0.405
H -0.27336 2.84924 -0.54534 0.213
H -3.65514 1.10062 1.44768 0.191
H -3.98958 -1.21556 0.94253 0.228
H -2.26249 -2.23061 -0.43825 0.216
H 0.12800 -1.96365 -1.31933 0.487
N 3.35034 -1.04472 0.26899 -0.830
N 2.29654 0.83220 -0.60181 -0.478
N 1.41190 1.93510 -0.66400 -0.229
N -1.79592 1.43155 0.50347 -0.377
O 0.14018 -1.00056 -1.30011 -0.667
S 1.49560 0.15667 1.84241 -0.190
```

Values from the calculation:
SMILES   NC(=S)N/N=C\c1ncccc1O
Net charge   0



Most stable: (Q)



(P)
This record from OMol25 describes C5H6 in the gas phase. The level of theory is the ωB97M-V functional and the def2-TZVPD basis.

The geometry in XYZ format:
```
11
Properties=species:S:1:pos:R:3:nbo_charge:R:1
C 0.41917 -1.05030 0.02745 -0.502
C 1.18217 0.23072 -0.05208 -0.199
C 0.34132 1.27857 -0.01200 -0.227
C -1.08432 0.77073 0.01518 -0.250
C -1.00547 -0.57422 -0.00344 -0.176
H 0.56144 -1.79379 -0.81152 0.241
H 0.59389 -1.60829 0.97361 0.250
H 2.29680 0.33092 -0.04836 0.217
H 0.60684 2.32840 0.08939 0.216
H -2.02273 1.31887 -0.02261 0.220
H -1.88909 -1.23160 -0.15561 0.211
```

Values from the calculation:
SMILES   C1=CCC=C1
Net charge   0



(Q)
This record from OMol25 describes C5H6 in the gas phase. The level of theory is the ωB97M-V functional and the def2-TZVPD basis.

The geometry in XYZ format:
```
11
Properties=species:S:1:pos:R:3:nbo_charge:R:1
C -1.22485 -2.20222 0.00989 -0.266
C -0.39075 -1.36920 0.26644 0.012
C 0.52593 -0.18245 0.45530 -0.301
C 0.68065 0.66133 -0.78183 -0.393
C -0.08105 1.33175 0.42324 -0.401
H -1.93171 -2.96037 -0.13413 0.233
H 1.39580 -0.29013 1.09025 0.240
H 1.62038 1.09197 -1.08306 0.216
H 0.05165 0.45686 -1.56701 0.216
H -1.14860 1.33583 0.39493 0.223
H 0.50254 2.12664 0.92598 0.222
```

Values from the calculation:
SMILES   C#CC1CC1
Net charge   0



(R)
This record from OMol25 describes C5H6 in the gas phase. The level of theory is the ωB97M-V functional and the def2-TZVPD basis.

The geometry in XYZ format:
```
11
Properties=species:S:1:pos:R:3:nbo_charge:R:1
C -1.80392 -0.09907 -0.10642 -0.457
C -2.90185 -0.66179 0.14490 0.182
C -0.95595 1.14083 0.11103 -0.313
C -0.36222 0.03575 -0.51567 -0.158
C 0.58218 -0.90187 0.12387 -0.605
H -1.32938 1.98212 -0.31563 0.236
H -0.72517 1.18509 1.19283 0.222
H -0.09603 0.17159 -1.55394 0.235
H 0.54392 -0.86057 1.16920 0.216
H 1.63404 -0.72917 -0.00632 0.219
H 0.57864 -1.81041 -0.28561 0.223
```

Values from the calculation:
Net charge   0



Most stable: (P)



(P)
This record from OMol25 describes a gas-phase ion, C3H7N2O (charge +1). The level of theory is the ωB97M-V functional and the def2-TZVPD basis.

The geometry in XYZ format:
```
13
Properties=species:S:1:pos:R:3:nbo_charge:R:1
C -1.69172 -1.44975 -0.34537 -0.117
C -0.93831 -1.27595 -1.44559 -0.342
C 0.14539 0.53936 0.32766 0.119
N -1.91346 -0.52983 0.62014 -0.002
N 0.93015 1.46965 1.18898 -0.714
O -1.05058 0.37575 0.86362 -0.213
H -2.26991 -2.35005 -0.19377 0.248
H -0.50007 -0.34461 -1.75442 0.207
H -0.93229 -2.05493 -2.19199 0.236
H 0.70408 -0.28209 -0.10170 0.212
H 1.88375 1.56554 0.81900 0.460
H 0.98205 1.16133 2.17645 0.446
H 0.47785 2.39698 1.18464 0.460
```

Values from the calculation:
Net charge   +1



(Q)
This record from OMol25 describes a gas-phase ion, C3H7N2O (charge +1). The level of theory is the ωB97M-V functional and the def2-TZVPD basis.

The geometry in XYZ format:
```
13
Properties=species:S:1:pos:R:3:nbo_charge:R:1
C 1.76149 -0.28655 -0.45117 0.310
C 0.13586 0.07226 0.10412 -0.051
C -0.08958 0.99363 1.23432 0.009
N 2.14048 -1.41956 -0.87399 -0.621
N -1.46786 0.56210 1.82338 -0.763
O -0.26298 1.35104 -0.07713 -0.470
H 2.45872 0.50789 -0.20511 0.236
H -0.59606 -0.60212 -0.27335 0.175
H 3.06584 -1.79913 -0.89265 0.445
H 1.40997 -2.12452 -1.03541 0.427
H -1.93549 -0.15240 1.24068 0.402
H -2.13743 1.37663 1.91171 0.447
H -1.35513 0.18791 2.84463 0.454
```

Values from the calculation:
Net charge   +1



Most stable: (Q)